#A
ORCA calculation (ωB97M-V with the def2-TZVPD basis set) on the ion C4H6NO with charge +1.

```
! RIJCOSX wB97M-V def2-TZVPD def2/J DEFGRID3
* xyz 1 1
C -0.98470 -0.27740 -0.92727
C -1.40274 -0.50975 0.35772
C 1.21042 0.27482 -0.11825
C 0.56887 0.06942 1.26224
N 0.20626 0.26807 -1.22404
O -0.65342 -0.17297 1.45522
H -1.75403 -0.58618 -1.63958
H -2.23944 -1.03699 0.78421
H 1.79018 1.32815 -0.04450
H 2.00506 -0.57308 -0.09172
H 1.02653 0.31687 2.17103
H 0.22701 0.89904 -1.98506
*
```

Calculated values
- HOMO (spin up / spin down) (eV) = -13.536 / -13.536
- molecular weight (g/mol) = 84.10

***

#B
ORCA calculation (ωB97M-V with the def2-TZVPD basis set) on the ion C4H6NO with charge +1.

```
! RIJCOSX wB97M-V def2-TZVPD def2/J DEFGRID3
* xyz 1 1
C -0.51469 -0.20630 0.58986
C 0.22061 0.73364 -0.29067
C -0.87964 -0.08691 1.88743
C 0.67080 -0.20762 -1.38574
N -0.45295 -1.66607 -0.10001
O 0.26148 -1.49415 -1.08094
H -0.41818 1.63989 -0.66480
H 1.05760 1.30205 0.10721
H -0.46609 0.79997 2.45984
H -1.53875 -0.84840 2.26914
H 0.30600 0.08786 -2.40503
H 1.75382 -0.05395 -1.38628
*
```

Calculated values
- HOMO (spin up / spin down) (eV) = -15.411 / -15.410
- molecular weight (g/mol) = 84.10

***

Of them, #A has the highest stability.

***

#A
ORCA calculation (ωB97M-V with the def2-TZVPD basis set) on a structure of composition C4H5NO.

```
! RIJCOSX wB97M-V def2-TZVPD def2/J DEFGRID3
* xyz 0 1
C -0.31118 -0.10006 1.20514
C -0.34250 -0.95756 0.18289
C -0.35006 1.11725 -1.50018
O -1.28048 1.72947 -1.27255
C 0.83862 -1.66614 -0.22753
N 1.80508 -2.21823 -0.54856
H 0.59658 0.07622 1.77420
H 0.72417 1.56678 0.07927
H -1.18403 0.49391 1.46130
H -1.23309 -1.10343 -0.42060
H 0.96898 1.21510 -0.60226
*
```

Calculated values
- HOMO (eV) = -10.615
- molecular weight (g/mol) = 83.09

***

#B
ORCA calculation (ωB97M-V with the def2-TZVPD basis set) on an isolated molecule of C4H5NO.

```
! RIJCOSX wB97M-V def2-TZVPD def2/J DEFGRID3
* xyz 0 1
O -0.82164 1.44420 -0.56774
C -0.91093 0.19999 -0.01133
C -0.31431 -1.03666 -0.51516
C 0.36913 -0.43930 0.69819
C 1.61021 0.24252 0.49110
N 2.55707 0.88051 0.28156
H 0.11937 1.67076 -0.62896
H -1.84634 0.06742 0.54461
H -0.82963 -1.98659 -0.45224
H 0.22523 -0.85053 -1.43914
H -0.15817 -0.19231 1.59910
*
```

Calculated values
- SMILES string = N#C[C@@H]1C[C@@H]1O
- HOMO (eV) = -9.549
- molecular weight (g/mol) = 83.09

***

Of them, #B has the highest stability.

***

#A
ORCA calculation (ωB97M-V with the def2-TZVPD basis set) on an isolated molecule of C4H5NO.

```
! RIJCOSX wB97M-V def2-TZVPD def2/J DEFGRID3
* xyz 0 1
N -1.04425 1.09696 0.13615
C -0.09041 1.55201 0.98992
C -1.04630 -0.14494 -0.52397
C 0.03653 -0.90960 -0.48443
C 1.24912 -0.40761 0.23558
O 0.98669 0.77232 1.04403
H -1.88665 1.65002 0.11435
H -1.97015 -0.42600 -1.01980
H 0.06580 -1.88508 -0.95992
H 2.05446 -0.13995 -0.46024
H 1.64515 -1.15813 0.92833
*
```

Calculated values
- HOMO (eV) = -8.596
- molecular weight (g/mol) = 83.09

***

#B
ORCA calculation (ωB97M-V with the def2-TZVPD basis set) on an isolated molecule of C4H5NO.

```
! RIJCOSX wB97M-V def2-TZVPD def2/J DEFGRID3
* xyz 0 1
O -0.11136 0.08673 -2.25706
C -0.05354 0.04998 -0.88742
C -0.58744 0.93243 0.02320
N -0.17870 0.50736 1.26471
C 0.58845 -0.61787 1.14686
C 0.65869 -0.95553 -0.18103
H -1.03240 0.00435 -2.51031
H -1.26009 1.77372 -0.08296
H -0.23205 1.07389 2.09507
H 1.03567 -1.06010 2.02353
H 1.17278 -1.79496 -0.63461
*
```

Calculated values
- SMILES string = Oc1cc[nH]c1
- HOMO (eV) = -8.216
- molecular weight (g/mol) = 83.09

***

Of them, #B has the highest stability.

***

#A
ORCA calculation (ωB97M-V with the def2-TZVPD basis set) on an isolated molecule of C4H5NO.

```
! RIJCOSX wB97M-V def2-TZVPD def2/J DEFGRID3
* xyz 0 1
N -1.60541 -0.31518 -0.64530
C -0.28173 -0.01793 -0.13069
C 0.08103 -1.15661 0.51353
O 1.33138 -0.92589 1.02297
C 1.69675 0.34269 0.67820
C 0.73483 0.97779 -0.04824
H -2.37923 0.21658 -0.24847
H -1.70151 -0.36450 -1.65889
H -1.32901 -1.40441 -0.06285
H 2.67227 0.66246 1.01900
H 0.78063 1.98499 -0.43926
*
```

Calculated values
- HOMO (eV) = -8.151
- molecular weight (g/mol) = 83.09

***

#B
ORCA calculation (ωB97M-V with the def2-TZVPD basis set) on an isolated molecule of C4H5NO.

```
! RIJCOSX wB97M-V def2-TZVPD def2/J DEFGRID3
* xyz 0 1
N -2.12702 -0.67180 0.66941
C -1.02843 -0.37593 0.12146
C 0.17500 -1.19486 -0.14645
C 1.19447 -0.34936 -0.28755
C 0.68498 1.06164 -0.19008
O -0.72298 0.92365 -0.19825
H -2.58302 0.23445 0.81065
H 0.20621 -2.27799 -0.13931
H 2.24286 -0.59255 -0.39905
H 0.99077 1.71923 -1.00674
H 0.96716 1.52352 0.76592
*
```

Calculated values
- SMILES string = [H]/N=C1/C=CCO1
- HOMO (eV) = -9.575
- molecular weight (g/mol) = 83.09

***

Of them, #B has the highest stability.

***

#A
ORCA calculation (ωB97M-V with the def2-TZVPD basis set) on an isolated molecule of C4H5NO.

```
! RIJCOSX wB97M-V def2-TZVPD def2/J DEFGRID3
* xyz 0 1
C 0.22306 -0.01143 1.78820
C -0.28547 -0.63223 0.51853
C -0.67183 -0.06275 -0.58574
C -0.68352 0.36015 -1.83192
N 0.59831 0.55210 -2.49738
O 1.54162 0.61569 -1.74760
H 0.24451 1.07957 1.75101
H -0.37000 -0.33633 2.64790
H 1.24983 -0.36420 1.94663
H -0.30025 -1.72152 0.47742
H -1.54626 0.52096 -2.46705
*
```

Calculated values
- SMILES string = CC=C=CN=O
- HOMO (eV) = -9.013
- molecular weight (g/mol) = 83.09

***

#B
ORCA calculation (ωB97M-V with the def2-TZVPD basis set) on a cluster of 2 separate species, C4H5NO in total.

```
! RIJCOSX wB97M-V def2-TZVPD def2/J DEFGRID3
* xyz 0 1
C -1.28440 -0.45126 -0.62631
C 0.01825 -0.29141 -0.38631
C 0.56329 0.47921 0.73942
O 1.88290 0.34810 0.54661
C 2.10443 -0.46104 -0.57565
N 1.05648 -0.87921 -1.15088
H -2.25116 1.50439 1.93479
H -1.67586 -1.14431 -1.34353
H -2.05513 0.12637 -0.16158
H -1.49906 1.42953 1.84198
H 3.14026 -0.66036 -0.81854
*
```

Calculated values
- HOMO (eV) = -9.303
- molecular weight (g/mol) = 83.09

***

Of them, #A has the highest stability.

***

#A
ORCA calculation (ωB97M-V with the def2-TZVPD basis set) on an isolated molecule of C4H5NO.

```
! RIJCOSX wB97M-V def2-TZVPD def2/J DEFGRID3
* xyz 0 1
C 1.87389 0.01201 0.22994
C 0.36557 -0.11493 0.06620
N -0.29146 0.98846 -0.08199
C -1.59755 0.61634 -0.28181
C -1.70861 -0.72097 -0.21203
O -0.43209 -1.22890 0.00302
H 2.46768 -0.84932 0.54953
H 2.00552 0.82572 0.95670
H 2.31037 0.40707 -0.70086
H -2.36750 1.35584 -0.43408
H -2.62582 -1.29132 -0.09463
*
```

Calculated values
- SMILES string = Cc1ncco1
- HOMO (eV) = -9.179
- molecular weight (g/mol) = 83.09

***

#B
ORCA calculation (ωB97M-V with the def2-TZVPD basis set) on an isolated molecule of C4H5NO.

```
! RIJCOSX wB97M-V def2-TZVPD def2/J DEFGRID3
* xyz 0 1
C 1.14927 0.44068 0.68911
C -0.26468 0.70606 0.59122
O -0.91787 1.48395 1.19648
C -1.12653 -0.20969 -0.57492
C -0.36805 -1.27806 -1.02511
N 0.34014 -2.12265 -1.31835
H 1.67443 1.14138 1.32336
H 1.56565 0.44405 -0.38767
H 1.33938 -0.56752 1.05076
H -1.31961 0.49292 -1.38297
H -2.07639 -0.53531 -0.16626
*
```

Calculated values
- SMILES string = CC(=O)CC#N
- HOMO (eV) = -10.117
- molecular weight (g/mol) = 83.09

***

Of them, #A has the highest stability.

***

#A
ORCA calculation (ωB97M-V with the def2-TZVPD basis set) on an isolated molecule of C4H5NO.

```
! RIJCOSX wB97M-V def2-TZVPD def2/J DEFGRID3
* xyz 0 1
C -0.81403 -0.80064 -0.53140
C -0.75939 0.46672 0.29088
C 0.17621 -0.64229 0.61958
C 0.38413 1.36277 -0.10094
N 1.35351 0.20860 0.02951
O 2.58199 -0.19063 -0.13175
H -1.62956 -1.46786 -0.27399
H -0.51022 -0.74583 -1.49354
H -1.59136 0.90769 0.94552
H 0.42572 -1.25907 1.46457
H 0.38299 2.16055 -0.81845
*
```

Calculated values
- SMILES string = [O-][N+]1=C[C@H]2C[C@H]21
- HOMO (spin up / spin down) (eV) = -8.579 / -8.508
- molecular weight (g/mol) = 83.09

***

#B
ORCA calculation (ωB97M-V with the def2-TZVPD basis set) on an isolated molecule of C4H5NO.

```
! RIJCOSX wB97M-V def2-TZVPD def2/J DEFGRID3
* xyz 0 1
C -0.03486 -1.65979 -0.21638
C 0.02962 -0.18609 -0.01854
O 0.19342 0.27204 1.28880
C 0.05941 0.82924 -0.89238
C -0.10898 1.56402 1.24614
N -0.33922 2.66636 1.52591
H -0.40872 -2.21487 0.64518
H 0.97846 -2.02354 -0.44812
H -0.64752 -1.86000 -1.09813
H -0.49707 0.87530 -1.80692
H 0.84023 1.57106 -0.74937
*
```

Calculated values
- SMILES string = C=C(C)OC#N
- HOMO (eV) = -9.223
- molecular weight (g/mol) = 83.09

***

Of them, #B has the highest stability.

***

#A
ORCA calculation (ωB97M-V with the def2-TZVPD basis set) on a cluster of 2 separate species, C2H5NO in total.

```
! RIJCOSX wB97M-V def2-TZVPD def2/J DEFGRID3
* xyz 0 1
C 1.30223 0.20200 0.29389
N 1.05334 -0.79159 -0.54768
H 2.12920 0.85748 -0.01328
H 0.90851 0.38898 1.39435
H 1.16961 -0.54189 -1.52602
O -1.25762 -0.24634 1.20749
C -1.59107 0.02394 0.00503
H -1.40056 -0.76163 -0.70295
H -2.31363 0.86905 -0.11083
*
```

Calculated values
- SMILES string = C=N.C=O
- HOMO (eV) = -9.631
- molecular weight (g/mol) = 59.07

***

#B
ORCA calculation (ωB97M-V with the def2-TZVPD basis set) on an isolated molecule of C2H5NO.

```
! RIJCOSX wB97M-V def2-TZVPD def2/J DEFGRID3
* xyz 0 1
C 0.82471 -0.71398 0.23022
C -0.55805 -0.09095 0.26659
O -1.46143 -0.52139 0.95840
N -0.71730 1.00196 -0.54026
H 1.49260 -0.16401 0.90259
H 1.25809 -0.69872 -0.77463
H 0.74919 -1.74227 0.58569
H -1.58152 1.51529 -0.46294
H 0.05926 1.44066 -1.00702
*
```

Calculated values
- SMILES string = CC(N)=O
- HOMO (eV) = -9.855
- molecular weight (g/mol) = 59.07

***

Of them, #B has the highest stability.